(1)
66
Properties=species:S:1:pos:R:3 method="wB97M-V/def2-TZVPD" total_energy_ha=-1712.9423 homo_lumo_gap_ev=5.6 e_above_lowest_kj_mol=1171.2 e_lumo_ev=-2.4093 smiles="Cc1cc(C)c(N2CCN(c3c(C)cc(C)cc3C)C2c2c([N+](=O)[O-])cc(C#N)c3no[n+]([O-])c23)c(C)c1" homo_energy_ev=-8.0
N -1.40558 -3.53833 3.23698
C -0.94337 -2.49044 3.00597
C -0.33523 -1.23632 2.71100
C 0.97449 -1.06228 2.27102
C 1.43919 0.23799 1.97891
N 2.85861 0.38853 2.00461
O 3.58161 -0.63668 1.99274
O 3.36288 1.55545 2.08225
C 0.56770 1.35060 1.68689
C -0.76624 1.11189 2.06457
N -1.93490 1.65270 1.49719
O -2.13849 2.42954 0.56621
O -2.99989 0.82724 1.94021
N -2.54016 -0.24100 2.71752
C -1.19300 -0.09251 2.68399
H 1.66301 -1.90994 2.22125
H 2.09734 2.57712 1.30169
C 2.69235 -3.05378 -2.32658
C 2.27932 -1.66829 -1.91800
C 0.94102 -1.26684 -1.99076
C 0.53523 0.00539 -1.58489
C -0.89683 0.40080 -1.75968
C 1.50202 0.89730 -1.04914
N 1.07826 2.13859 -0.49519
C 1.05868 2.46379 0.93364
N 0.41372 3.77112 0.96248
C 0.20716 4.58518 2.10530
C 1.14138 4.70628 3.16688
C 2.52805 4.16396 3.10361
C 0.81107 5.45360 4.29801
C -0.33266 6.24931 4.35483
C -0.60050 7.16028 5.51811
C -1.19554 6.21428 3.25571
C -0.93509 5.43110 2.13456
C -1.89233 5.56839 0.99745
C 0.61875 4.42206 -0.31074
C 1.03984 3.34015 -1.28699
C 2.87539 0.56648 -1.14391
C 3.97149 1.55190 -0.90381
C 3.22808 -0.74000 -1.48652
H 3.71257 -3.26171 -1.98536
H 2.01528 -3.80187 -1.89644
H 2.66832 -3.17081 -3.41906
H 0.19831 -1.96912 -2.37858
H -1.20398 1.15765 -1.03320
H -1.08955 0.79968 -2.76632
H -1.54827 -0.47554 -1.63408
H 3.17020 4.70974 3.80428
H 2.56631 3.11349 3.40149
H 2.97526 4.26840 2.11102
H 1.50652 5.45233 5.14456
H -1.59619 7.60364 5.42923
H -0.53884 6.62580 6.47325
H 0.12766 7.98186 5.55809
H -2.09946 6.82427 3.27746
H -2.86056 5.88893 1.40382
H -1.58313 6.35228 0.28823
H -2.05140 4.62399 0.47601
H -0.29424 4.91116 -0.65909
H 1.39577 5.20013 -0.22993
H 2.02477 3.54675 -1.73652
H 0.32306 3.22366 -2.11304
H 4.92138 1.08316 -1.18428
H 3.85495 2.46950 -1.49130
H 4.05819 1.81428 0.15569
H 4.28155 -1.02791 -1.42896

(2)
67
Properties=species:S:1:pos:R:3 method="wB97M-V/def2-TZVPD" total_energy_ha=-2111.5804 homo_lumo_gap_ev=8.1 e_above_lowest_kj_mol=0.0 e_lumo_ev=0.0747 homo_energy_ev=-8.0
C 3.14767 1.55534 3.61225
C 2.31326 1.25882 2.40488
C 1.56290 0.09271 2.32463
C 0.78639 -0.18029 1.21426
C 0.74857 0.72499 0.16216
C 1.49253 1.89764 0.23091
C 2.26357 2.15825 1.34588
H 2.84544 3.06708 1.39065
H 1.46792 2.59225 -0.59555
N 0.02549 0.43089 -1.02222
C -1.22006 0.88458 -1.29364
O -1.76080 0.63974 -2.38165
C -1.92810 1.64786 -0.29023
C -3.23170 2.12471 -0.47078
N -3.94586 2.07476 -1.59853
H -3.55110 1.57347 -2.38002
H -4.89643 2.41401 -1.56259
C -3.69943 2.71272 0.74627
N -2.84466 2.68318 1.74839
S -1.44987 1.97085 1.34509
C -5.04624 3.29394 0.89770
O -5.86821 3.29746 -0.00608
N -5.28510 3.81041 2.11924
H -4.56184 3.77440 2.81660
H -6.17496 4.23345 2.31960
C 0.65572 -0.50709 -1.96900
C 2.15121 -0.35737 -1.91295
C 2.92702 -1.00223 -0.98461
C 4.30833 -0.74609 -0.90282
C 5.14650 -1.36552 0.04734
C 6.47577 -1.04361 0.07438
C 6.95861 -0.10173 -0.85317
N 6.21662 0.49159 -1.74456
C 4.90309 0.19115 -1.79032
C 4.08872 0.82839 -2.74907
C 2.75172 0.55848 -2.80311
H 2.13051 1.05734 -3.53410
H 4.55250 1.53061 -3.42395
H 8.00667 0.17202 -0.85550
H 7.15168 -1.49412 0.78519
H 4.72233 -2.08230 0.73674
H 2.49017 -1.71979 -0.30922
H 0.29871 -0.22501 -2.96734
C 0.05823 -1.88219 -1.60959
O 0.56947 -2.68710 -0.85915
N -1.14320 -2.06650 -2.20085
H -1.55015 -1.25534 -2.66023
C -2.09968 -2.98506 -1.63182
H -1.53842 -3.70857 -1.03569
H -2.64275 -3.50204 -2.42709
C -3.09009 -2.20807 -0.74043
C -4.03314 -3.14465 0.04144
H -5.06489 -3.04155 -0.28637
C -3.84094 -2.71689 1.49936
H -3.90676 -3.54728 2.19791
C -2.44695 -2.09295 1.45965
H -2.27250 -1.34867 2.23816
O -2.38511 -1.42891 0.21499
H -1.67147 -2.87063 1.51804
H -4.57448 -1.95873 1.77449
H -3.72653 -4.18134 -0.09980
H -3.63814 -1.49510 -1.36876
H 0.21756 -1.09315 1.14723
H 1.59324 -0.61718 3.13842
H 3.40126 0.64215 4.14464
H 2.59562 2.20356 4.29339
H 4.06460 2.06826 3.33090

(3)
70
Properties=species:S:1:pos:R:3 method="wB97M-V/def2-TZVPD" total_energy_ha=-4780.9119 charge=-2 homo_lumo_gap_ev="5.4 / 5.4" e_above_lowest_kj_mol=103.1 e_lumo_ev="4.3004 / 4.2995" homo_energy_ev="-1.1 / -1.1"
Ru -0.40704 2.67785 -1.31905
O 0.82683 -4.33603 -0.79871
C 0.12916 -4.59630 0.25117
C 0.10005 -5.89703 0.83275
C -0.65081 -6.18763 1.96012
C -1.42896 -5.20877 2.57713
C -1.42211 -3.92716 2.02409
C -0.66668 -3.60138 0.90893
C -0.69170 -2.17417 0.38179
O -0.33182 -2.10533 -0.95892
N 0.18596 -1.35948 1.28245
N 0.33946 0.05140 1.06395
C 0.81674 0.43936 -0.05377
C 1.11291 1.85801 -0.36876
Br 0.31604 5.15850 -0.93051
C 2.34052 2.38418 -0.18871
C 3.55742 1.77829 0.36430
C 4.77711 2.44225 0.13656
C 5.98665 1.95656 0.60593
C 6.03612 0.77145 1.33328
C 4.84336 0.10166 1.57979
C 3.62903 0.59193 1.11646
H 0.21924 -2.93035 -1.11154
H 0.70265 -6.66126 0.35308
H -0.63257 -7.19585 2.36518
H -2.02534 -5.43466 3.45350
H -2.03163 -3.14956 2.47317
H -1.72059 -1.79619 0.46186
H -0.25205 -1.41055 2.19739
H 0.99168 -0.29135 -0.84016
H 2.48480 3.40156 -0.54280
H 4.75398 3.36392 -0.43512
H 6.89997 2.50472 0.39841
H 6.97850 0.38164 1.69941
H 4.85056 -0.82279 2.14686
H 2.72285 0.04739 1.34725
O -1.33908 1.10027 -2.34379
N -0.54936 0.45671 -3.21684
C -0.83015 -0.83711 -3.45216
C -0.13687 -1.55240 -4.38491
C 0.87833 -0.90221 -5.09256
C 1.16243 0.41030 -4.82225
C 0.46105 1.13208 -3.82839
S 0.84784 2.71794 -3.34691
H -1.59763 -1.24208 -2.81141
H -0.34658 -2.60308 -4.51322
H 1.45896 -1.44101 -5.83161
H 1.96296 0.93198 -5.32781
N -3.04922 -0.48097 3.36851
C -3.19290 0.04926 2.09700
C -2.44176 1.17193 1.73751
N -2.55602 1.69525 0.51976
C -3.32418 1.04342 -0.38356
C -4.04330 -0.05342 0.01829
N -4.03442 -0.53907 1.26554
H -2.79629 0.17377 4.09165
H -3.81050 -1.09392 3.62157
H -1.79070 1.66142 2.43380
H -3.32048 1.40961 -1.39845
H -4.67898 -0.55652 -0.69928
C -0.38422 3.52574 1.96386
O -1.68367 3.65065 1.37571
C -1.89427 2.96220 0.16878
C -2.86190 3.79822 -0.67001
H -0.51223 3.77728 3.02154
H 0.30998 4.21805 1.49444
H 0.02570 2.51994 1.86377
H -2.61746 4.84093 -0.49061
H -3.92341 3.60925 -0.44927
H -2.73192 3.62078 -1.74547

(4)
67
Properties=species:S:1:pos:R:3 method="wB97M-V/def2-TZVPD" total_energy_ha=-3226.6672 charge=-2 homo_lumo_gap_ev="5.4 / 5.2" e_above_lowest_kj_mol=0.0 multiplicity=2 e_lumo_ev="4.2585 / 4.2540" homo_energy_ev="-1.1 / -1.0"
W -0.36009 0.02935 0.41782
C -2.74921 1.15843 -2.27673
Si -0.95373 1.39100 -1.64081
C -0.72476 3.29593 -1.61404
C 0.05629 0.80874 -3.19136
C -0.14768 1.38733 -4.44624
C 0.49630 0.92616 -5.58711
C 1.37132 -0.14607 -5.49010
C 1.59934 -0.72512 -4.24896
C 0.95793 -0.26138 -3.10069
Si 1.38190 -0.89212 -1.35874
C 2.20116 -2.62073 -1.34021
C 2.97351 0.15135 -1.05727
H -2.86741 1.60734 -3.27092
H -3.47460 1.62875 -1.60675
H -2.98527 0.09573 -2.35433
H -0.98076 3.76061 -2.57294
H 0.30618 3.56561 -1.36857
H -1.36742 3.72647 -0.84304
H -0.84013 2.22085 -4.54079
H 0.31145 1.39501 -6.54879
H 1.87209 -0.52629 -6.37505
H 2.28503 -1.56651 -4.17769
H 3.06945 -2.62848 -2.00886
H 1.52929 -3.42938 -1.61726
H 2.57975 -2.80401 -0.32813
H 3.64088 -0.08944 -1.89385
H 3.48263 -0.10526 -0.12437
H 2.78069 1.22180 -1.06004
O 1.40162 1.17343 0.92332
C 2.16189 1.37847 1.92579
C 3.00595 2.52419 1.94267
C 3.83666 2.80334 2.99860
C 3.89443 1.95711 4.11199
C 3.10421 0.82790 4.11719
C 2.25331 0.51089 3.05411
C 1.52464 -0.74100 3.04797
N 0.55119 -1.09487 2.22613
C 0.24847 -2.41071 2.49337
C 1.03070 -2.86164 3.50355
N 1.83419 -1.79415 3.85390
H 2.94163 3.18176 1.08495
H 4.44609 3.70032 2.97312
H 4.53234 2.18973 4.95522
H 3.13147 0.18155 4.99084
H -0.48124 -2.93882 1.90614
H 1.10283 -3.82030 3.98488
H 2.58592 -1.80390 4.51676
Cl -4.42756 1.56912 0.95931
C -4.59272 -0.01999 0.25548
C -5.74515 -0.26916 -0.47343
C -5.94959 -1.51800 -1.03684
C -4.99144 -2.50419 -0.84845
C -3.84521 -2.23587 -0.12219
C -3.58602 -0.97919 0.44904
C -2.35419 -0.71812 1.22242
H -6.47053 0.52482 -0.59526
H -6.84300 -1.71175 -1.61888
H -5.12589 -3.48713 -1.28566
H -3.10016 -3.00909 0.00309
H -2.10975 -1.62389 1.78371
H -2.55553 0.06552 1.94922
S -1.97606 3.93435 3.19413
C -1.44665 2.66529 2.29949
N -1.07541 1.76252 1.66346
S -1.06212 -2.64314 -1.76886
C -0.61036 -1.44452 -0.72448